No. 1
Entry from the OMol25 dataset: C25H25Cl3I2N4O4S4Tl as an isolated structure (ωB97M-V/def2-TZVPD).

Summary:
- Largest force on an atom: 0.01737 hartree/bohr
- Highest occupied orbital energy: -10.950 eV
- Kohn-Sham gap: 7.3782 eV
- E_tot: -142277.416 eV
- Total charge: +1

```
68
Properties=species:S:1:pos:R:3:forces:R:3
Tl -1.446128 0.728876 -0.376759 0.0 -0.2 0.0
C 0.104298 2.331227 4.205062 0.0 0.0 0.0
C -0.451857 2.389033 2.812186 -0.1 0.0 0.0
N -1.505214 1.769882 2.436809 0.0 0.1 0.1
N -2.084459 0.972328 3.401985 -0.2 -0.1 -0.1
C -3.168788 0.225081 3.134282 0.4 0.2 0.2
N -3.390980 -0.797326 3.955495 0.0 -0.1 -0.1
S -4.266842 0.626573 1.889394 0.0 -0.2 -0.3
C 0.270415 3.177156 1.768785 0.0 -0.1 0.1
C 0.833835 4.410297 2.071393 0.0 0.0 0.0
C 1.521645 5.093889 1.080957 0.0 0.0 0.0
C 1.645790 4.510787 -0.167551 0.0 0.0 0.0
C 1.051873 3.275805 -0.378197 0.0 0.0 0.0
N 0.372815 2.623500 0.559809 -0.1 0.0 0.0
H -0.660231 2.580498 4.943568 0.0 0.0 0.0
H 0.945355 3.005916 4.326709 0.0 0.0 0.0
H 0.475097 1.322371 4.416205 0.0 0.0 0.0
H -1.472956 0.621710 4.133095 0.0 0.0 0.0
H -2.609766 -1.245742 4.413190 0.1 0.0 0.0
H -4.214037 -1.353421 3.798853 0.0 0.0 0.0
H 0.723384 4.836981 3.058673 0.0 0.0 0.0
H 1.957573 6.062387 1.286302 0.0 0.0 0.0
H 2.189012 4.996373 -0.966095 0.0 0.0 0.0
H 1.121085 2.785299 -1.343279 0.0 0.0 0.0
I -2.369044 4.217817 -2.157558 0.0 0.0 0.0
C -1.306532 3.863618 -3.960080 0.0 0.0 0.0
I -0.275813 2.010154 -4.036642 0.0 -0.1 0.0
H -0.577755 4.655755 -4.070927 0.0 0.0 0.0
H -2.024247 3.881145 -4.769607 0.0 0.0 0.0
O 0.583215 -0.706863 -1.079052 0.0 0.1 -0.1
S 2.075314 -0.589454 -1.237489 0.0 0.0 0.0
C 2.726603 -2.197796 -0.818976 0.0 0.0 0.0
C 4.057224 -2.298898 -0.443415 0.0 0.0 0.0
C 4.571072 -3.549383 -0.136160 0.0 0.0 0.0
C 3.750607 -4.668406 -0.197281 0.0 0.0 0.0
C 2.414490 -4.543942 -0.554085 0.0 0.0 0.0
C 1.889168 -3.299687 -0.865714 0.0 0.0 0.0
C 2.375141 -0.656642 -3.000894 0.0 0.0 0.0
C 3.514487 -0.054545 -3.508334 0.0 0.0 0.0
C 3.753205 -0.106674 -4.875289 0.0 0.0 0.0
C 2.851857 -0.748122 -5.712205 0.0 0.0 0.0
C 1.708914 -1.342457 -5.189692 0.0 0.0 0.0
C 1.463256 -1.299273 -3.825391 0.0 0.0 0.0
H 4.681865 -1.415257 -0.384529 0.0 0.0 0.0
H 5.606719 -3.649011 0.159743 0.0 0.0 0.0
H 4.152887 -5.642106 0.049475 0.0 0.0 0.0
H 1.772964 -5.414648 -0.571688 0.0 0.0 0.0
H 0.840702 -3.173980 -1.101456 0.0 0.0 0.0
H 4.206571 0.453526 -2.847006 0.0 0.0 0.0
H 4.639058 0.359251 -5.285534 0.0 0.0 0.0
H 3.037116 -0.782777 -6.777442 0.0 0.0 0.0
H 1.007854 -1.839812 -5.847093 0.0 0.0 0.0
H 0.578288 -1.750698 -3.393769 0.0 0.0 0.0
C -7.373272 -0.724698 0.932268 0.0 -0.1 0.0
O -6.929190 -2.036278 0.481020 0.0 0.1 -0.1
C -5.692630 -2.349556 0.493422 0.4 -0.2 0.1
S -4.901165 -3.717972 0.023554 -0.4 -0.3 -0.2
S -4.189473 -1.660670 0.923723 0.2 0.8 0.3
H -7.591843 -0.792543 1.994240 0.0 0.0 0.0
H -8.272991 -0.518088 0.364440 0.0 0.0 0.0
H -6.604741 0.013865 0.737048 0.0 0.0 0.0
Cl 1.605815 -0.298962 2.185223 0.0 0.0 0.0
C 0.737972 -1.793106 2.606250 0.0 0.0 0.0
Cl 1.847897 -3.139589 2.598840 0.0 0.0 0.0
Cl 0.109484 -1.601760 4.297247 -0.1 0.0 0.0
C -0.511434 -1.994336 1.639962 -0.1 -0.1 -0.1
O -0.662271 -3.093680 1.146997 0.0 0.0 0.0
O -1.218263 -0.952943 1.552985 -0.2 0.1 0.1
```
Positions in Å, forces in eV/Å.


No. 2
Entry from the OMol25 dataset: C25H25ClN2O5PRhS4 as an isolated structure (ωB97M-V/def2-TZVPD).

Summary:
- Largest force on an atom: 0.07170 hartree/bohr
- Highest occupied orbital energy: -6.913 eV
- Kohn-Sham gap: 5.3348 eV
- E_tot: -107711.271 eV
- Total charge: 0

```
64
Properties=species:S:1:pos:R:3:forces:R:3
Rh 0.354625 0.838683 0.536128 -1.1 -3.5 0.1
Cl -3.458375 1.006283 -6.084872 -0.3 0.0 -0.4
C -2.339075 0.830083 -4.787672 -0.4 0.5 0.8
C -1.212075 0.025583 -4.958672 0.5 0.1 0.6
C -0.278275 -0.044417 -3.952772 -0.1 -0.1 -0.5
C -0.413675 0.674883 -2.736772 -0.5 0.6 0.3
O 0.536325 0.706983 -1.887472 0.6 0.3 0.0
C -1.664675 1.361783 -2.522972 0.8 -0.6 0.1
C -2.007075 1.949383 -1.287072 0.7 0.3 0.8
N -1.312075 1.991383 -0.159672 -0.3 -1.3 -1.8
C -1.728575 2.805283 0.864428 -1.7 1.6 1.0
C -2.938375 3.532883 0.914828 1.3 -1.3 -0.5
C -3.242175 4.340583 1.991028 0.3 0.6 1.2
C -2.366975 4.487283 3.050828 -0.5 0.0 -0.5
C -1.123775 3.839183 3.027228 0.1 -0.2 -0.3
C -0.152275 4.001483 4.033328 0.7 -0.3 -0.3
C 1.098925 3.446683 3.851728 -0.9 0.8 0.6
C 1.349725 2.679283 2.729328 -0.6 -0.4 -1.2
N 0.407025 2.411783 1.809728 1.2 1.1 1.4
C -0.801475 3.003583 1.924328 -0.5 0.5 0.2
C -2.575875 1.466583 -3.587572 -0.1 -0.5 -0.7
H -1.079875 -0.521517 -5.879272 0.0 0.0 -0.1
H 0.597625 -0.659917 -4.076272 0.1 -0.1 0.0
H -2.962675 2.467383 -1.313672 0.1 0.1 0.1
H -3.662575 3.447283 0.122128 -0.1 0.0 -0.1
H -4.180075 4.875883 1.996728 -0.1 0.0 0.0
H -2.610075 5.118283 3.888428 -0.1 0.1 0.1
H -0.385275 4.583483 4.909928 0.0 0.1 0.1
H 1.892825 3.609783 4.564428 0.0 0.0 0.1
H 2.339125 2.270083 2.572928 -0.2 -0.2 -0.1
H -3.485575 2.034683 -3.456072 -0.1 0.1 0.0
O 2.007425 -2.415317 6.389028 0.2 -0.2 0.5
C 1.679225 -1.894617 5.369928 -0.1 0.2 -0.7
S -0.006075 -1.697417 4.852928 -0.2 0.0 0.0
C 0.302725 -0.896217 3.319628 3.0 0.0 0.5
C 1.632325 -0.682217 3.008928 -2.3 -0.8 1.4
S 2.250225 -0.012817 1.569528 0.7 0.5 -1.2
S 2.817925 -1.240517 4.172228 0.1 0.0 0.0
S -1.034875 -0.454617 2.381228 0.1 1.7 -2.2
C 3.326825 -0.549917 -2.935472 -0.3 -0.1 0.3
C 2.965025 -0.746117 -1.474372 0.5 0.5 -0.1
O 1.844125 -1.615817 -1.337172 -0.5 0.1 0.1
P 0.515625 -1.275817 -0.491672 0.2 -1.1 1.0
O 0.541925 -2.558517 0.535628 -0.5 1.0 -0.6
C 1.704625 -3.215017 1.013128 0.7 -0.3 0.1
C 2.051625 -4.430917 0.167228 -0.2 0.3 0.1
O -0.691475 -1.744117 -1.405372 0.0 0.5 0.2
C -0.844375 -3.092517 -1.858872 -0.2 -0.5 -0.2
C -2.272575 -3.546017 -1.612472 0.3 0.2 0.0
H 4.211325 0.078983 -3.009572 0.1 0.0 0.0
H 2.504325 -0.054117 -3.439472 0.0 0.1 -0.1
H 3.521125 -1.506017 -3.415372 0.1 -0.1 -0.1
H 2.736725 0.228183 -1.030572 0.1 -0.2 -0.1
H 3.799525 -1.199517 -0.926972 -0.2 0.1 0.0
H 1.487725 -3.518317 2.044128 0.0 0.1 -0.1
H 2.552525 -2.522717 1.023228 -0.2 -0.1 0.1
H 1.229425 -5.141517 0.173728 -0.1 -0.2 0.0
H 2.937125 -4.912117 0.573428 0.1 -0.1 0.0
H 2.251125 -4.129817 -0.858672 0.1 0.0 -0.1
H -0.151675 -3.744417 -1.322372 0.0 0.1 -0.1
H -0.600775 -3.112217 -2.924472 0.0 0.1 0.1
H -2.489275 -3.505517 -0.548372 0.0 0.0 0.1
H -2.397075 -4.567117 -1.963772 0.0 -0.1 0.0
H -2.977675 -2.905917 -2.135572 -0.1 0.1 -0.1
```
Positions in Å, forces in eV/Å.


No. 3
Entry from the OMol25 dataset: a 2-piece molecular cluster, C25H25ClNO6 overall (ωB97M-V/def2-TZVPD).

Summary:
- Largest force on an atom: 0.06594 hartree/bohr
- Highest occupied orbital energy: -3.138 eV
- Kohn-Sham gap: 4.3076 eV
- E_tot: -52628.556 eV
- Total charge: -1

```
58
Properties=species:S:1:pos:R:3:forces:R:3
C -2.300659 5.386549 -1.537517 0.0 -0.1 0.5
C -2.929898 4.037338 -1.802781 0.0 0.0 -1.0
O -3.100008 3.291403 -0.624434 0.2 -0.1 0.3
C -3.340708 1.974262 -0.928124 -0.4 -2.2 0.6
C -3.589821 1.054689 0.141427 1.0 3.2 0.8
Cl -3.957942 -0.538882 -0.288517 -0.3 -1.1 -0.3
C -3.528192 1.350217 1.542870 -0.7 -1.5 -1.3
O -3.920034 0.511732 2.347934 0.2 0.4 0.9
O -3.023329 2.561567 1.942795 0.1 0.1 -0.4
C -3.004348 2.630401 3.346242 -0.2 -0.5 0.9
C -2.375832 3.913497 3.846782 0.1 0.1 -0.6
O -3.365501 1.563377 -2.083413 0.2 0.8 -0.8
H -2.210056 5.982330 -2.443730 -0.1 -0.1 -0.2
H -2.880153 5.954328 -0.813116 -0.1 0.1 0.1
H -1.304459 5.262147 -1.119866 0.1 0.0 0.1
H -3.922945 4.123406 -2.263769 0.2 0.2 -0.2
H -2.308636 3.435734 -2.481557 -0.2 0.4 0.0
H -4.045310 2.516098 3.681597 0.3 0.1 0.3
H -2.452578 1.746857 3.700735 -0.2 0.3 0.3
H -2.353007 3.963133 4.935865 -0.1 -0.2 0.0
H -1.351663 3.993675 3.484958 0.1 0.0 0.0
H -2.917937 4.782091 3.474779 -0.1 0.1 0.0
C -3.858668 -4.338638 -6.951668 0.9 0.0 0.6
N -2.529131 -4.546199 -6.377304 0.1 0.4 -0.3
C -1.667599 -5.518464 -7.055681 -0.6 0.7 0.8
C -2.274269 -4.214708 -5.012732 0.2 -0.3 0.1
C -2.435267 -5.172620 -4.005158 -0.1 0.4 -0.9
C -2.062543 -4.907564 -2.718519 0.1 0.2 0.7
C -1.493363 -3.676706 -2.367877 -0.3 -0.1 -0.6
C -1.039819 -3.396751 -1.025238 0.3 -0.5 0.5
C -0.564821 -4.290697 -0.121638 -0.5 0.3 -0.8
C -0.158585 -3.918912 1.238778 -0.2 1.5 0.3
O -0.268594 -2.825491 1.753249 0.1 -0.4 0.0
C 0.437706 -5.113413 1.854241 0.3 -0.9 0.2
C 0.421751 -6.158435 0.936541 0.4 0.1 0.8
C 0.994745 -7.378325 1.242756 -0.1 0.0 -0.3
C 1.579414 -7.537500 2.483487 0.0 -0.1 -0.1
C 1.578678 -6.502206 3.405692 0.1 0.0 0.2
C 1.007676 -5.285054 3.101561 -0.2 0.4 0.0
C -0.223407 -5.711154 -0.306035 -0.3 -0.2 -0.7
O -0.393817 -6.416086 -1.278505 0.4 -0.4 0.1
C -1.390958 -2.698169 -3.367074 0.2 -0.1 0.9
C -1.768063 -2.958663 -4.654131 -0.4 -0.6 -0.8
H -4.452507 -3.723529 -6.279289 0.0 0.0 0.0
H -3.778105 -3.831114 -7.908661 -0.1 0.1 -0.3
H -4.366793 -5.290011 -7.088001 -0.3 -0.3 -0.1
H -0.774268 -5.691937 -6.457381 0.0 0.0 0.0
H -2.182353 -6.467089 -7.190158 -0.1 -0.4 -0.1
H -1.361955 -5.131449 -8.024680 0.0 0.0 -0.3
H -2.842811 -6.131089 -4.266098 -0.1 -0.3 -0.1
H -2.170486 -5.671551 -1.969555 -0.2 0.1 -0.1
H -1.048238 -2.365424 -0.712545 -0.1 0.4 0.2
H 0.991453 -8.169505 0.514118 0.0 -0.2 -0.2
H 2.048158 -8.472950 2.732122 0.1 -0.2 0.1
H 2.039694 -6.644871 4.368557 0.1 -0.1 0.2
H 1.001302 -4.468348 3.801986 0.0 0.2 0.2
H -0.957465 -1.745393 -3.121952 0.0 0.3 0.1
H -1.660822 -2.212322 -5.419701 0.1 0.2 -0.2
```
Positions in Å, forces in eV/Å.


No. 4
Entry from the OMol25 dataset: one molecule with the formula C25H25FN6O3 (ωB97M-V/def2-TZVPD).

Summary:
- Largest force on an atom: 0.02750 hartree/bohr
- Highest occupied orbital energy: -8.275 eV
- Structure (SMILES): COc1cccc(NC(=O)CCc2c(C)nc3nc(CNC(=O)c4cccc(F)c4)nn3c2C)c1
- Kohn-Sham gap: 8.5213 eV
- E_tot: -44132.988 eV
- Total charge: 0

```
60
Properties=species:S:1:pos:R:3:forces:R:3
C 1.853451 3.682401 -1.824271 0.2 -0.1 -0.3
H 1.612774 2.732671 -2.312118 0.1 0.1 0.0
O 1.362891 3.714358 -0.501855 -0.1 -0.1 0.3
C 1.826687 2.806833 0.393619 0.1 -0.1 0.2
C 1.254881 2.860197 1.667778 0.0 0.1 -0.1
C 1.666167 1.983582 2.646814 0.0 0.1 -0.2
C 2.640474 1.031452 2.392034 0.2 -0.3 0.1
C 3.198728 0.963557 1.124811 -0.2 0.1 0.3
C 2.803278 1.856733 0.128740 0.0 0.2 -0.2
H 3.248989 1.781054 -0.852825 0.0 0.0 -0.1
N 4.124933 -0.027307 0.753035 0.3 0.4 -0.2
C 4.432109 -1.181565 1.407476 0.5 -0.2 -0.3
O 4.199172 -1.397265 2.576515 -0.1 -0.1 0.3
C 5.023044 -2.245188 0.492094 -0.1 -0.1 0.2
H 5.625866 -1.788617 -0.293024 0.0 0.0 0.0
C 3.860270 -3.066985 -0.113608 0.0 0.2 -0.1
C 2.825775 -2.155011 -0.715756 -0.5 -0.1 0.0
C 1.720037 -1.769147 0.022100 0.4 -0.4 -0.1
N 0.953515 -0.799487 -0.511662 0.3 0.5 -1.3
N -0.104989 -0.189999 0.016681 -0.8 0.2 0.9
C -0.401239 0.750781 -0.866510 0.5 -0.4 0.0
N 0.387366 0.769764 -1.953547 0.0 0.2 -0.5
C 1.254881 -0.203114 -1.738014 -0.5 -0.2 0.8
N 2.261477 -0.622525 -2.479076 0.4 0.1 -0.6
C 3.027205 -1.575626 -1.995739 -0.2 0.1 0.1
C 4.130207 -2.024614 -2.901184 0.0 -0.1 0.0
H 5.109772 -1.867978 -2.454946 0.1 0.0 0.0
H 4.067236 -1.461110 -3.827365 0.0 0.0 0.0
H 4.026302 -3.085565 -3.122708 0.1 -0.1 0.0
C -1.523566 1.710615 -0.681357 -0.1 0.2 0.2
N -2.805899 1.055078 -0.813259 0.1 0.0 -0.3
C -3.659963 0.932956 0.231688 -0.1 0.0 -0.2
O -3.459691 1.437275 1.316205 0.0 0.0 0.3
C -4.892704 0.137198 -0.066117 -0.3 -0.1 0.1
C -5.434722 -0.620222 0.966064 -0.1 0.0 0.0
C -6.579152 -1.354878 0.726856 0.1 0.1 -0.1
C -7.213697 -1.345446 -0.502946 0.0 0.0 0.2
C -6.679059 -0.569118 -1.516705 0.0 -0.1 0.0
C -5.524293 0.164846 -1.305848 0.2 0.0 0.0
H -5.135406 0.783212 -2.101237 0.0 0.1 -0.1
H -7.169284 -0.536563 -2.477923 0.0 0.0 -0.1
H -8.109222 -1.928080 -0.649865 -0.1 -0.1 0.0
F -7.097178 -2.105219 1.719734 0.0 0.1 -0.1
H -4.963506 -0.625955 1.936147 0.0 0.0 0.1
H -2.965606 0.525092 -1.655085 -0.1 0.0 0.1
H -1.423862 2.508524 -1.422366 0.0 -0.1 0.2
H -1.489321 2.125636 0.329738 0.0 0.0 -0.2
C 1.296465 -2.311898 1.341982 -0.1 0.1 0.2
H 2.055824 -2.133196 2.100406 0.0 0.0 0.0
H 0.377438 -1.815821 1.643238 0.0 -0.1 0.1
H 1.125387 -3.385650 1.276103 0.0 -0.1 0.0
H 3.410243 -3.661202 0.680313 0.0 -0.1 0.0
H 4.260814 -3.747360 -0.865660 0.0 -0.1 0.1
H 5.654603 -2.908147 1.082849 0.0 0.1 0.0
H 4.420292 0.040749 -0.212015 -0.1 -0.2 0.2
H 2.955065 0.345226 3.158554 0.0 0.0 0.0
H 1.219039 2.031836 3.627363 -0.1 0.0 0.1
H 0.492017 3.597700 1.856239 -0.1 0.1 0.0
H 1.345061 4.494387 -2.341336 0.1 0.0 0.0
H 2.933614 3.858175 -1.854826 0.0 0.0 0.0
```
Positions in Å, forces in eV/Å.